#A
Below is an isolated ion of composition CH3NO3S and charge -2, with properties calculated with ωB97M-V/def2-TZVPD.

Calculated values
HOMO energy   2.39 eV
Charge   -2
LUMO level   6.7 eV

The geometry in XYZ format:
```
9
CH3NO3S | the Open Molecules 2025 dataset | ωB97M-V/def2-TZVPD
C -0.30 0.45 -0.05
N -1.41 -0.42 0.23
O -2.14 -0.84 -0.91
O 1.79 -0.91 1.00
O 2.26 1.05 -0.48
S 1.48 -0.25 -0.33
H -0.50 1.04 -0.95
H -0.15 1.13 0.80
H -1.03 -1.26 0.68
```


#B
Below is a 2-piece molecular cluster, CH3NO3S overall, with properties calculated with ωB97M-V/def2-TZVPD.

Calculated values
HOMO energy (spin up / spin down)   1.60 / 1.60 eV
Charge   -2
LUMO level (spin up / spin down)   6.6 / 6.6 eV

The geometry in XYZ format:
```
9
CH3NO3S | the Open Molecules 2025 dataset | ωB97M-V/def2-TZVPD
C -0.18 0.07 -0.39
N -1.71 0.40 0.83
O -2.78 -0.27 0.42
O 2.20 0.87 0.88
O 2.35 -0.53 -1.19
S 1.67 -0.34 0.19
H -0.33 -0.70 -1.05
H -0.01 0.88 -1.06
H -1.20 -0.37 1.37
```


Short version: #A, #B, most stable first.


#A
Below is an isolated ion of composition C5H9IN and charge +1, with properties calculated with ωB97M-V/def2-TZVPD.

Calculated values
HOMO energy (spin up / spin down)   -12.15 / -13.39 eV
Charge   +1
LUMO level (spin up / spin down)   -6.0 / -4.3 eV

The geometry in XYZ format:
```
16
C5H9IN | the Open Molecules 2025 dataset | ωB97M-V/def2-TZVPD
C -0.92 -0.41 0.98
C 0.37 -1.08 -1.00
C -0.87 0.92 0.23
C -0.36 -1.53 0.20
C 1.39 0.37 -0.97
N 0.50 1.35 -0.21
I 3.16 0.01 0.15
H -0.36 -0.36 1.93
H -1.95 -0.61 1.28
H 0.97 -1.86 -1.45
H -0.33 -0.71 -1.75
H -1.50 0.84 -0.66
H -1.28 1.71 0.87
H -0.20 -2.50 0.64
H 0.37 2.14 -0.85
H 1.01 1.71 0.61
```


#B
Below is a 2-piece molecular cluster, C5H9IN overall, with properties calculated with ωB97M-V/def2-TZVPD.

Calculated values
HOMO energy   -13.00 eV
Charge   +1
LUMO level   -4.9 eV

The geometry in XYZ format:
```
16
C5H9IN | the Open Molecules 2025 dataset | ωB97M-V/def2-TZVPD
C -0.45 1.77 -0.70
C 0.72 2.54 1.33
C -0.55 -1.64 -0.35
C 0.40 -1.58 0.80
C -0.28 -2.22 -1.51
N 0.20 2.29 0.23
I -2.27 -0.44 -0.08
H -0.04 1.37 -1.69
H 1.40 3.37 1.39
H 0.52 1.85 2.10
H -0.07 -2.06 1.58
H 0.71 -0.54 1.17
H 1.35 -2.06 0.60
H -0.94 -2.19 -2.26
H 0.69 -2.66 -1.71
H -1.38 2.21 -0.88
```


Short version: #B, #A, most stable first.


#A
Below is C4H7F in the gas phase, with properties calculated with ωB97M-V/def2-TZVPD.

Calculated values
HOMO energy   -9.44 eV
LUMO level   1.1 eV

The geometry in XYZ format:
```
12
C4H7F | the Open Molecules 2025 dataset | ωB97M-V/def2-TZVPD
C 1.79 -0.37 0.22
C 0.49 0.42 -0.22
C -0.86 -0.30 -0.16
C -2.09 0.28 0.17
H 2.86 0.08 0.08
H 1.75 -0.60 1.36
H 1.51 -1.30 -0.44
H 0.65 0.55 -1.29
H 0.39 1.53 0.08
H -1.06 -1.37 -0.42
H -2.08 1.41 0.57
F -3.36 -0.33 0.04
```


#B
Below is C4H7F in the gas phase, with properties calculated with ωB97M-V/def2-TZVPD.

Calculated values
HOMO energy   -9.41 eV
LUMO level   1.1 eV

The geometry in XYZ format:
```
12
C4H7F | the Open Molecules 2025 dataset | ωB97M-V/def2-TZVPD
C -1.42 -1.00 -1.56
C -0.72 -0.39 -0.40
C 0.61 -0.13 -0.38
C 1.23 0.24 0.88
H -0.70 -1.42 -2.28
H -2.07 -1.84 -1.29
H -2.10 -0.37 -2.13
H -1.32 0.07 0.41
H 1.20 -0.32 -1.25
H 2.13 0.77 0.58
H 1.16 -0.64 1.61
F 0.39 1.27 1.46
```


Short version: #B, #A, most stable first.


#A
Below is C19H23N5O4 in the gas phase, with properties calculated with ωB97M-V/def2-TZVPD.

Calculated values
HOMO energy   -8.29 eV
LUMO level   0.3 eV

The geometry in XYZ format:
```
51
C19H23N5O4 | the Open Molecules 2025 dataset | ωB97M-V/def2-TZVPD
C -2.14 -4.77 2.08
C -2.01 -3.48 2.88
C -2.05 -2.26 1.96
H -1.27 -2.37 1.20
H -3.02 -2.21 1.46
C -1.80 -0.93 2.70
C -1.60 0.13 1.65
N -2.54 1.03 1.48
C -2.39 1.97 0.53
C -1.26 1.96 -0.25
N -0.77 2.72 -1.27
C 0.46 2.23 -1.67
O 1.16 2.67 -2.54
N 0.72 1.12 -0.87
C -0.32 0.93 0.00
N -0.46 0.04 0.95
C 1.85 0.28 -1.01
C 3.12 0.82 -1.02
C 4.23 0.02 -1.16
C 4.07 -1.36 -1.29
C 2.79 -1.91 -1.30
C 1.67 -1.10 -1.18
O 0.39 -1.55 -1.23
C 0.16 -2.93 -1.35
H -0.92 -3.06 -1.35
H 0.57 -3.32 -2.29
H 0.59 -3.48 -0.51
H 2.71 -2.97 -1.42
O 5.08 -2.26 -1.42
C 6.41 -1.78 -1.45
H 6.57 -1.10 -2.29
H 7.03 -2.66 -1.58
H 6.67 -1.27 -0.52
H 5.21 0.47 -1.16
H 3.23 1.89 -0.92
H -1.24 3.52 -1.65
C -3.45 3.01 0.36
O -3.36 3.88 -0.48
N -4.48 2.86 1.22
H -5.25 3.51 1.20
H -4.44 2.10 1.87
C -2.92 -0.57 3.66
H -2.75 0.42 4.08
H -3.88 -0.56 3.14
H -2.97 -1.29 4.47
H -0.85 -1.02 3.25
H -1.07 -3.49 3.44
H -2.83 -3.43 3.60
H -3.08 -4.79 1.53
H -2.12 -5.63 2.75
H -1.32 -4.87 1.37
```


#B
Below is C19H23N5O4 in the gas phase, with properties calculated with ωB97M-V/def2-TZVPD.

Calculated values
HOMO energy   -7.73 eV
LUMO level   0.6 eV

The geometry in XYZ format:
```
51
C19H23N5O4 | the Open Molecules 2025 dataset | ωB97M-V/def2-TZVPD
C 2.73 2.46 1.93
N 2.75 1.03 1.73
C 2.02 0.47 0.73
C 2.01 -0.90 0.48
C 2.73 -1.82 1.29
O 2.79 -3.03 1.21
N 3.43 -1.13 2.28
C 3.49 0.22 2.56
O 4.15 0.65 3.48
H 3.97 -1.71 2.92
N 1.14 -1.08 -0.59
C 0.70 0.17 -0.92
N 1.21 1.12 -0.14
N -0.22 0.44 -1.88
C -0.64 1.84 -2.02
C -0.62 2.10 -3.52
H 0.38 2.39 -3.84
C -0.98 0.74 -4.09
H -2.06 0.57 -4.01
H -0.69 0.62 -5.13
C -0.24 -0.23 -3.17
H 0.79 -0.39 -3.53
H -0.75 -1.19 -3.11
H -1.32 2.88 -3.81
H -1.66 1.93 -1.62
H 0.02 2.48 -1.45
C 0.71 -2.39 -0.99
H 1.43 -3.10 -0.57
H 0.71 -2.48 -2.08
C -0.70 -2.76 -0.47
O -1.72 -2.06 -1.14
H -1.63 -1.12 -0.94
H -0.87 -3.82 -0.73
C -0.80 -2.66 1.07
O -0.54 -1.37 1.59
C -1.52 -0.42 1.65
C -2.83 -0.56 1.22
C -3.71 0.51 1.34
C -3.29 1.71 1.87
C -1.99 1.85 2.32
C -1.11 0.79 2.22
H -0.09 0.88 2.57
H -1.66 2.78 2.75
H -3.99 2.54 1.95
H -4.72 0.39 0.99
H -3.18 -1.48 0.79
H -1.78 -3.02 1.39
H -0.02 -3.29 1.50
H 3.18 2.67 2.89
H 3.29 2.96 1.14
H 1.70 2.81 1.90
```


Short version: #A, #B, most stable first.